w.
The ion FHNO2S with charge -1, computed with wB97M-V/def2-TZVPD.

Calculated values
Spin multiplicity ... 1
Net charge ... -1
Lowest unoccupied orbital energy ... 4.28 eV
HOMO energy ... -3.6 eV

Structure (XYZ):
```
6
FHNO2S, DFT wB97M-V/def2-TZVPD
N -0.5718 0.4066 -0.5974
O 1.4011 -0.1508 1.0865
O -0.8402 -1.0140 1.3078
F -0.3150 0.1978 -1.9920
S 0.3213 -0.8540 0.4758
H 0.0046 1.4145 -0.2807
```

Mulliken population analysis, charges in e, atoms 1 to 2: -0.299 -0.551

x.
The ion FHNO2S with charge -1, computed with wB97M-V/def2-TZVPD.

Calculated values
Spin multiplicity ... 1
Net charge ... -1
Lowest unoccupied orbital energy ... 4.27 eV
HOMO energy ... -3.7 eV

Structure (XYZ):
```
6
FHNO2S, DFT wB97M-V/def2-TZVPD
N -0.3130 0.8471 -0.4037
O -0.0728 -1.4355 0.1216
O 1.8365 -0.1424 -0.4154
F -1.1211 1.7573 0.5067
S 0.6077 -0.1071 0.4392
H -0.9372 -0.9194 -0.2485
```

Mulliken population analysis, charges in e, atoms 1 to 2: -0.382 -0.452

Which structure is the most stable? The one labeled w.